{"formula": "C17H14IrN3O4S6", "method": "ωB97M-V/def2-TZVPD", "homo_energy_ev": [-12.867, -12.857], "spin_multiplicity": 5, "gap_ha": [0.2260, 0.1634], "charge": 2, "mol_weight_g_mol": 708.935, "species": ["Ir", "O", "C", "O", "C", "C", "C", "C", "C", "N", "C", "O", "O", "H", "H", "H", "H", "H", "C", "S", "C", "C", "S", "S", "C", "S", "S", "H", "H", "H", "N", "C", "S", "C", "C", "C", "N", "C", "C", "H", "H", "H", "H", "H", "H"], "positions_angstrom": [[-0.540, -0.196, 0.207], [-1.704, -3.244, 3.195], [-1.374, -2.260, 2.388], [-0.713, -2.387, 1.380], [-1.901, -0.931, 2.859], [-2.612, -0.795, 4.040], [-3.036, 0.469, 4.414], [-2.730, 1.551, 3.601], [-2.017, 1.339, 2.433], [-1.618, 0.112, 2.071], [-1.593, 2.436, 1.483], [-1.965, 3.675, 1.709], [-0.904, 2.188, 0.516], [-1.339, -4.083, 2.868], [-2.820, -1.663, 4.648], [-3.593, 0.614, 5.330], [-3.049, 2.539, 3.905], [-2.520, 3.795, 2.490], [-3.387, -2.596, -3.817], [-2.375, -1.728, -5.040], [-1.858, -0.263, -4.306], [-1.438, -0.008, -2.984], [-1.380, -1.196, -1.737], [-0.860, 1.574, -2.698], [-1.002, 2.198, -4.322], [-0.552, 3.692, -4.742], [-1.720, 1.049, -5.407], [-4.028, -3.236, -4.421], [-4.003, -1.893, -3.264], [-2.780, -3.202, -3.154], [6.381, 0.896, -1.074], [5.832, 0.123, -0.125], [6.645, -0.654, 1.057], [4.340, 0.053, -0.137], [3.563, 1.203, -0.264], [2.192, 1.103, -0.161], [1.576, -0.075, 0.035], [2.322, -1.193, 0.127], [3.693, -1.166, 0.053], [7.386, 0.977, -1.105], [5.855, 1.224, -1.867], [4.021, 2.173, -0.400], [1.555, 1.976, -0.220], [1.781, -2.119, 0.272], [4.268, -2.074, 0.166]]}

{"formula": "C17H14N4O5S3", "method": "ωB97M-V/def2-TZVPD", "homo_energy_ev": -8.936, "spin_multiplicity": 1, "gap_ha": 0.3277, "charge": 0, "mol_weight_g_mol": 450.523, "species": ["O", "O", "O", "N", "N", "O", "O", "S", "S", "C", "C", "C", "C", "C", "C", "C", "C", "C", "C", "C", "C", "C", "C", "C", "N", "N", "C", "C", "S", "H", "H", "H", "H", "H", "H", "H", "H", "H", "H", "H", "H", "H", "H"], "positions_angstrom": [[0.607, 2.262, 5.158], [2.005, 1.373, -3.661], [3.687, -0.410, -3.539], [-3.344, 1.202, -0.177], [-2.007, 1.607, -0.170], [0.440, 2.704, 2.896], [-1.020, -3.621, -0.235], [2.343, 1.086, 3.633], [-0.514, 3.901, 0.207], [0.968, 2.120, 4.002], [-4.049, 2.275, 0.103], [-1.933, 2.891, 0.169], [1.065, -2.971, -1.048], [-0.769, -1.451, -1.400], [2.975, 1.080, 0.872], [1.532, 2.327, -0.628], [1.929, -2.025, -1.599], [0.100, -0.500, -1.968], [-0.283, -2.672, -0.916], [1.080, 2.318, 1.757], [2.172, 1.472, 1.937], [0.775, 2.745, 0.487], [2.649, 1.504, -0.459], [1.447, -0.812, -2.081], [-3.211, 3.331, 0.330], [3.396, 1.003, -1.517], [-2.557, -4.276, 1.465], [-2.191, -3.196, 0.431], [2.603, 0.314, -2.869], [-5.131, 2.278, 0.184], [1.462, -3.892, -0.679], [-1.846, -1.234, -1.373], [3.863, 0.533, 1.052], [1.277, 2.646, -1.624], [3.006, -2.255, -1.653], [-0.331, 0.464, -2.289], [-3.461, 4.255, 0.659], [4.184, 0.406, -1.300], [-2.906, -5.176, 0.971], [-3.338, -3.859, 2.107], [-1.656, -4.506, 2.065], [-2.075, -2.256, 1.001], [-2.944, -2.983, -0.302]]}

{"formula": "C17H15BaBr4N4O3S2", "method": "ωB97M-V/def2-TZVPD", "homo_energy_ev": -3.494, "spin_multiplicity": 1, "gap_ha": 0.1893, "charge": -1, "mol_weight_g_mol": 844.410, "species": ["Ba", "N", "C", "S", "N", "N", "C", "C", "C", "C", "C", "C", "N", "H", "H", "H", "H", "H", "H", "H", "Br", "C", "C", "Br", "C", "Br", "C", "O", "C", "O", "C", "Br", "O", "S", "C", "C", "C", "C", "H", "H", "H", "H", "H", "H", "H", "H"], "positions_angstrom": [[-0.143, 1.039, -0.485], [-2.722, 5.143, -2.189], [-2.391, 4.034, -1.462], [-1.094, 4.166, -0.334], [-3.182, 3.004, -1.700], [-2.871, 1.859, -1.033], [-3.835, 1.016, -0.999], [-3.662, -0.327, -0.431], [-4.698, -1.254, -0.533], [-4.502, -2.540, -0.064], [-3.271, -2.875, 0.481], [-2.298, -1.889, 0.539], [-2.479, -0.645, 0.112], [-2.026, 5.865, -2.230], [-3.309, 4.989, -2.992], [-4.797, 1.277, -1.437], [-5.632, -0.955, -0.991], [-5.289, -3.280, -0.140], [-3.056, -3.874, 0.833], [-1.307, -2.121, 0.915], [3.610, -4.338, -4.247], [2.960, -2.644, -3.697], [3.394, -1.487, -4.308], [4.652, -1.554, -5.721], [2.893, -0.245, -3.873], [3.472, 1.386, -4.654], [1.959, -0.123, -2.843], [1.497, 1.002, -2.408], [1.494, -1.348, -2.205], [0.632, -1.249, -1.242], [2.020, -2.557, -2.652], [1.399, -4.110, -1.742], [0.785, 0.953, 2.009], [0.852, -0.076, 3.107], [1.279, 0.872, 4.585], [2.747, 1.234, 4.406], [3.429, -0.079, 4.025], [2.532, -0.778, 2.995], [1.120, 0.221, 5.449], [0.588, 1.712, 4.626], [3.169, 1.672, 5.310], [2.840, 1.963, 3.600], [3.526, -0.707, 4.914], [4.429, 0.078, 3.624], [2.469, -1.857, 3.118], [2.817, -0.572, 1.963]]}

{"formula": "C17H15BrN3O2", "method": "ωB97M-V/def2-TZVPD", "homo_energy_ev": -12.062, "spin_multiplicity": 1, "gap_ha": 0.3410, "charge": 1, "mol_weight_g_mol": 373.230, "species": ["Br", "C", "C", "N", "O", "O", "C", "C", "C", "C", "C", "C", "C", "C", "C", "C", "C", "C", "N", "N", "C", "C", "C", "H", "H", "H", "H", "H", "H", "H", "H", "H", "H", "H", "H", "H", "H", "H"], "positions_angstrom": [[6.862, -3.762, -3.257], [-1.610, 2.099, 1.406], [-1.525, 1.209, 0.578], [-4.307, 3.829, 1.763], [-5.719, 4.105, 1.806], [-2.778, 2.911, 3.336], [-4.042, 3.243, 2.902], [-6.191, 3.764, 3.068], [-5.184, 3.199, 3.775], [0.189, -1.184, 0.941], [1.391, -1.777, 0.638], [0.573, -1.068, -1.259], [5.228, -2.113, -1.590], [3.923, -3.598, -2.960], [4.015, -1.650, -0.998], [2.720, -3.138, -2.384], [5.180, -3.097, -2.565], [2.776, -2.185, -1.349], [-0.326, -0.731, -0.269], [1.609, -1.691, -0.711], [-1.744, 3.194, 2.387], [0.498, -0.593, -2.664], [-1.542, 0.096, -0.367], [-7.213, 3.954, 3.433], [-5.180, 2.818, 4.783], [-0.244, -1.000, 1.944], [2.124, -2.156, 1.341], [6.157, -1.662, -1.337], [3.871, -4.402, -3.689], [4.079, -0.943, -0.219], [1.783, -3.652, -2.644], [-1.880, 4.171, 1.902], [-0.768, 3.312, 2.922], [-0.496, -0.793, -3.051], [0.676, 0.459, -2.733], [1.189, -1.154, -3.326], [-1.684, 0.548, -1.367], [-2.411, -0.564, -0.186]]}

{"formula": "C17H15Cl3N2O2", "method": "ωB97M-V/def2-TZVPD", "homo_energy_ev": -8.562, "spin_multiplicity": 1, "gap_ha": 0.3221, "charge": 0, "mol_weight_g_mol": 385.678, "species": ["O", "C", "N", "N", "C", "C", "C", "C", "C", "C", "C", "H", "H", "Cl", "H", "H", "H", "H", "C", "C", "C", "H", "H", "O", "C", "C", "C", "C", "C", "C", "Cl", "H", "Cl", "H", "H", "H", "H", "H", "H"], "positions_angstrom": [[1.788, 0.634, -1.738], [1.991, 1.675, -1.152], [1.000, 2.455, -0.621], [-0.314, 2.188, -0.428], [-0.871, 1.113, -0.830], [-2.266, 0.863, -0.520], [-2.841, -0.353, -0.892], [-4.160, -0.631, -0.592], [-4.918, 0.314, 0.082], [-4.367, 1.532, 0.458], [-3.048, 1.801, 0.159], [-2.599, 2.739, 0.443], [-4.972, 2.257, 0.981], [-6.569, -0.025, 0.458], [-4.600, -1.574, -0.876], [-2.245, -1.088, -1.413], [-0.355, 0.336, -1.386], [1.252, 3.355, -0.233], [3.393, 2.226, -0.948], [3.705, 2.803, 0.439], [3.178, 1.942, 1.600], [3.666, 2.250, 2.530], [2.101, 2.088, 1.712], [3.488, 0.577, 1.402], [2.500, -0.295, 1.063], [1.189, -0.234, 1.520], [0.248, -1.166, 1.121], [0.618, -2.185, 0.263], [1.926, -2.300, -0.180], [2.854, -1.359, 0.221], [4.476, -1.475, -0.327], [2.217, -3.095, -0.847], [-0.558, -3.333, -0.259], [-0.769, -1.092, 1.473], [0.881, 0.546, 2.200], [4.790, 2.878, 0.523], [3.297, 3.810, 0.555], [3.570, 2.993, -1.706], [4.069, 1.396, -1.157]]}

{"formula": "C17H15Cl5O5Sn", "method": "ωB97M-V/def2-TZVPD", "homo_energy_ev": -14.547, "spin_multiplicity": 1, "gap_ha": 0.2577, "charge": 2, "mol_weight_g_mol": 595.278, "species": ["Sn", "C", "O", "C", "C", "O", "C", "H", "H", "H", "H", "H", "H", "H", "H", "H", "H", "Cl", "C", "C", "C", "Cl", "C", "Cl", "C", "Cl", "C", "Cl", "O", "C", "C", "C", "C", "C", "C", "C", "O", "O", "H", "H", "H", "H", "H"], "positions_angstrom": [[-0.412, 0.681, -0.136], [2.433, 0.974, -1.708], [1.198, 1.624, -1.248], [0.976, 2.891, -1.918], [-0.174, 3.527, -1.204], [-1.233, 2.554, -1.113], [-2.110, 2.491, -2.279], [3.248, 1.671, -1.534], [2.330, 0.739, -2.765], [2.578, 0.078, -1.124], [0.766, 2.688, -2.970], [1.875, 3.500, -1.839], [-0.515, 4.431, -1.705], [0.081, 3.769, -0.171], [-2.501, 3.490, -2.455], [-2.919, 1.815, -2.020], [-1.571, 2.128, -3.153], [-2.977, -1.041, -1.249], [-3.290, -0.219, 0.239], [-2.289, 0.571, 0.760], [-2.455, 1.316, 1.905], [-1.114, 2.302, 2.389], [-3.653, 1.254, 2.601], [-3.865, 2.158, 4.028], [-4.675, 0.429, 2.098], [-6.149, 0.332, 2.934], [-4.503, -0.309, 0.913], [-5.753, -1.289, 0.300], [1.747, -3.281, -1.365], [2.257, -3.321, -0.119], [3.077, -4.356, 0.316], [3.588, -4.337, 1.598], [3.317, -3.285, 2.482], [2.534, -2.247, 2.063], [1.979, -2.254, 0.757], [1.151, -1.161, 0.372], [0.373, -1.147, -0.676], [1.044, -0.077, 1.094], [2.045, -4.052, -1.867], [3.305, -5.175, -0.355], [4.216, -5.157, 1.922], [3.727, -3.293, 3.482], [2.313, -1.417, 2.719]]}

These records have ΔE to the lowest compared entry with this formula, charge and spin values of 0.0, 75.1, 0.0, 0.0, 8.7, 63.7 kJ/mol, in the order they appear.
These records have calculated total energy values of -98351.314, -66558.648, -332513.875, -96470.069, -62514.626, -96536.980 eV, in the order they appear.